Record 1
2 unconnected molecules or ions with the total composition C3H10P2 in a non-equilibrium geometry. Source: OMol25; level of theory: the ωB97M-V functional and the def2-TZVPD basis.

Results
Kohn-Sham gap (spin up / spin down)   6.291 / 8.395 eV
Relative energy (zero: lowest compared OMol25 entry of this formula, charge and spin)   287.5 kJ/mol
Charge   0
HOMO (spin up / spin down)   -7.311 / -8.267 eV

Last column: Mulliken charge in e.
Element x y z (Å)
C 1.952 -0.916 0.757  -0.9940
C 1.341 1.484 0.030  -1.0563
C 0.959 -0.001 0.034  0.3360
P -0.800 -0.378 -0.178  -0.1381
P -4.002 0.437 -0.046  -0.0662
H 2.305 -0.494 1.782  0.2621
H 2.818 -1.163 0.070  0.2618
H 1.480 -1.894 0.904  0.3347
H 0.542 2.085 -0.416  0.3524
H 1.539 1.835 1.030  0.2968
H 2.213 1.625 -0.728  0.2675
H -1.120 -0.330 -1.574  0.0595
H -0.874 -1.708 -0.050  0.0353
H -5.020 -0.623 -0.265  0.0434
H -3.333 0.041 -1.350  0.0051

---

Record 2
A molecular structure, C16H17N6O6S4Sc. Source: OMol25; level of theory: the ωB97M-V functional and the def2-TZVPD basis.

Results
Kohn-Sham gap   7.601 eV
Relative energy (zero: lowest compared OMol25 entry of this formula, charge and spin)   3.4 kJ/mol
Charge   0
HOMO   -8.092 eV

Last column: Mulliken charge in e.
Element x y z (Å)
Sc 0.050 -0.034 -0.101  -0.1121
N 0.387 -4.635 0.739  -0.3744
C 0.072 -3.320 0.529  0.5336
S 1.374 -2.202 0.501  -0.4182
N -1.212 -3.062 0.432  -1.5286
N -1.490 -1.739 0.284  1.2836
C -2.730 -1.431 0.292  -0.8580
C -3.119 -0.031 0.258  1.0352
C -4.452 0.340 0.141  -0.9185
C -4.769 1.687 0.137  -0.3320
C -3.747 2.609 0.249  -0.9251
C -2.439 2.156 0.353  -0.2865
N -2.124 0.866 0.377  0.3620
H 1.320 -4.905 0.474  0.2694
H -0.346 -5.286 0.499  0.2451
H -3.488 -2.205 0.379  0.2988
H -5.215 -0.421 0.048  0.4461
H -5.798 2.008 0.044  0.4217
H -3.944 3.672 0.250  0.4247
H -1.608 2.844 0.421  0.6483
O 0.403 2.086 -0.042  -0.3134
S 1.843 2.063 -0.416  1.6442
O 2.648 3.076 0.186  -0.6820
O 2.236 0.661 -0.185  -0.5934
C 1.858 2.353 -2.195  -0.1091
C 2.660 3.408 -2.589  -0.5726
C 2.763 3.787 -3.924  -0.5960
C 2.047 3.098 -4.880  -0.5963
C 1.238 2.033 -4.494  -0.5830
C 1.130 1.647 -3.171  -0.1148
S 0.041 0.234 -2.898  1.7896
O -0.329 -0.262 -4.184  -0.6847
O -1.055 0.678 -2.015  -0.5476
O 0.816 -0.689 -2.038  -0.5639
H 3.211 3.946 -1.831  0.5548
H 3.399 4.618 -4.196  0.4019
H 2.108 3.371 -5.924  0.3993
H 0.680 1.482 -5.237  0.5410
S -0.106 0.408 2.659  -0.3327
C 0.670 -0.956 3.295  0.0010
N 0.092 -2.125 3.559  0.0243
C 1.047 -3.136 3.994  -0.4344
C 2.392 -2.392 3.870  -0.4186
N 1.967 -1.015 3.632  -0.1362
H -0.860 -2.301 3.290  0.2547
H 1.003 -4.011 3.346  0.2189
H 0.844 -3.436 5.024  0.3393
H 2.969 -2.760 3.021  0.2736
H 2.987 -2.469 4.778  0.3232
H 2.577 -0.306 3.260  0.2981

---

Record 3
2 unconnected molecules or ions with the total composition C4H8N2O in a non-equilibrium geometry. Source: OMol25; level of theory: the ωB97M-V functional and the def2-TZVPD basis.

Results
Kohn-Sham gap (spin up / spin down)   10.393 / 6.921 eV
Relative energy (zero: lowest compared OMol25 entry of this formula, charge and spin)   111.6 kJ/mol
Expectation value of S²   0.764
Charge   +1
Multiplicity   2
HOMO (spin up / spin down)   -14.972 / -14.974 eV

Last column: Mulliken charge in e.
Element x y z (Å)
C 1.412 -0.508 -0.566  -1.0617
C 0.178 -0.493 0.275  0.6180
C 0.095 -0.564 1.716  -0.1384
N -1.137 -0.903 2.097  -0.4054
C -1.808 -1.146 0.995  -0.0366
N -1.043 -0.871 -0.155  -0.1110
H 1.008 -0.463 -1.579  0.3367
H 2.088 0.278 -0.238  0.3522
H 1.858 -1.509 -0.491  0.3603
H 0.860 -0.048 2.269  0.3837
H -2.723 -1.713 0.868  0.3853
H -1.706 -0.631 -0.887  0.3104
H 0.054 2.418 -2.001  0.3043
H 0.845 3.002 -0.911  0.3143
O 0.020 3.152 -1.393  -0.6121

---

Record 4
C20H34N4O3 in the gas phase. Source: OMol25; level of theory: the ωB97M-V functional and the def2-TZVPD basis.

Results
Kohn-Sham gap   8.898 eV
Relative energy (zero: lowest compared OMol25 entry of this formula, charge and spin)   20.5 kJ/mol
SMILES   CCN(C[C@@H](C)NC(=O)c1ccn(C)c1)C(=O)COC[C@@H](C)N1CCCC1
Charge   0
HOMO   -8.389 eV

Last column: Mulliken charge in e.
Element x y z (Å)
C -0.272 1.751 -2.298  -1.4051
C -0.241 1.587 -0.784  -0.8295
N 0.201 0.262 -0.373  0.5298
C 1.605 0.047 -0.075  -1.4776
C 1.904 0.157 1.422  0.3952
C 3.381 -0.074 1.695  -1.7328
N 1.527 1.470 1.938  -0.0327
C 0.293 1.757 2.442  0.0625
O -0.618 0.945 2.463  -0.6987
C 0.112 3.138 2.943  0.8800
C -0.974 3.557 3.755  -1.1858
C -0.817 4.897 3.975  -0.3797
N 0.313 5.316 3.321  0.1461
C 0.855 6.658 3.361  -0.9151
C 0.886 4.252 2.698  -0.3504
C -0.643 -0.768 -0.070  0.7844
O -0.226 -1.852 0.289  -0.6806
C -2.130 -0.472 -0.174  -0.5579
O -2.843 -1.668 -0.082  -0.2361
C -4.233 -1.451 0.010  -0.8392
C -4.917 -2.806 0.138  0.5793
C -4.413 -3.515 1.387  -1.7122
N -6.365 -2.622 0.172  -0.0425
C -7.106 -3.863 0.381  -0.7264
C -8.554 -3.489 0.068  -0.5637
C -8.436 -2.312 -0.923  -0.6051
C -6.929 -2.090 -1.067  -0.6579
H -0.581 2.762 -2.571  0.4313
H 0.716 1.570 -2.725  0.3164
H -0.966 1.044 -2.754  0.2877
H 0.442 2.315 -0.344  0.4070
H -1.216 1.800 -0.348  0.5404
H 1.897 -0.944 -0.423  0.4829
H 2.189 0.793 -0.623  0.3864
H 1.295 -0.586 1.938  0.3760
H 3.689 -1.051 1.326  0.4340
H 3.992 0.681 1.189  0.4045
H 3.592 -0.030 2.763  0.3945
H 2.265 2.129 2.117  0.3473
H -1.767 2.925 4.115  0.4762
H -1.414 5.595 4.538  0.4235
H 1.406 6.856 2.444  0.3209
H 0.041 7.376 3.436  0.3302
H 1.523 6.789 4.213  0.2983
H 1.774 4.384 2.101  0.4072
H -2.380 0.206 0.656  0.3392
H -2.363 0.045 -1.115  0.1636
H -4.472 -0.839 0.892  0.2913
H -4.583 -0.914 -0.880  0.3336
H -4.636 -3.404 -0.748  0.2303
H -3.324 -3.496 1.400  0.4937
H -4.784 -3.005 2.279  0.3323
H -4.736 -4.555 1.421  0.3933
H -6.753 -4.647 -0.312  0.3136
H -6.977 -4.233 1.397  0.4054
H -9.104 -4.334 -0.346  0.3307
H -9.067 -3.175 0.976  0.2703
H -8.900 -2.525 -1.885  0.3384
H -8.914 -1.420 -0.519  0.2622
H -6.678 -1.039 -1.202  0.3890
H -6.537 -2.645 -1.938  0.3001

---

In eV, the E_tot values for the records above are, in order, -21846.2623, -102141.3020, -9296.1559, -33395.1161.